[1]
Entry from the Open Molecules 2025 dataset: 2 unconnected molecules or ions with the total composition C2H4Cl3OP (ωB97M-V with the def2-TZVPD basis set).

Its orbital gap (spin up / spin down) is 0.2842 / 0.2373 Ha. Its strongest force on any atom is 3.71 eV Å⁻¹. For the HOMO energy (spin up / spin down), the calculation gives -9.13 / -8.77 eV. The total energy is -1875.74594 a.u. The multiplicity is 1.

```
11
C2H4Cl3OP | the Open Molecules 2025 dataset | ωB97M-V with the def2-TZVPD basis set
C 1.750 0.240 0.505
C 0.613 -0.764 0.261
O -1.788 0.450 -2.136
P -1.833 0.444 -0.675
Cl 0.684 -1.764 -1.025
Cl -2.695 2.114 0.007
Cl -3.144 -1.217 -0.234
H 1.451 0.923 1.340
H 2.246 0.845 -0.333
H 2.567 -0.328 1.069
H 0.148 -0.941 1.223
```

Atom charges from the natural (NBO) analysis, given in e for atoms 1 to 4:
1. C -0.70
2. C -0.17
3. O -1.05
4. P 1.40

***

[2]
Entry from the Open Molecules 2025 dataset: C2H4Cl3OP in the gas phase (ωB97M-V with the def2-TZVPD basis set).

Its orbital gap (spin up / spin down) is 0.1903 / 0.2692 Ha. Its strongest force on any atom is 3.66 eV Å⁻¹. For the HOMO energy (spin up / spin down), the calculation gives -4.75 / -10.82 eV. The total energy is -1875.53623 a.u. The multiplicity is 3.

```
11
C2H4Cl3OP | the Open Molecules 2025 dataset | ωB97M-V with the def2-TZVPD basis set
C -0.294 -0.337 0.057
C 1.215 0.005 0.144
O -0.537 -1.138 -1.050
P -1.480 1.111 -0.163
Cl 2.004 0.578 -1.406
Cl 1.490 1.300 1.346
Cl 2.196 -1.393 0.685
H -0.557 -0.813 1.012
H 0.007 -0.958 -1.825
H -1.548 1.573 1.291
H -2.495 0.072 -0.091
```

Atom charges from the natural (NBO) analysis, given in e for atoms 1 to 4:
1. C -0.30
2. C -0.09
3. O -0.71
4. P 0.46

***

[3]
Entry from the Open Molecules 2025 dataset: C2H4Cl3P in the gas phase (ωB97M-V with the def2-TZVPD basis set).

Its orbital gap (spin up / spin down) is 0.2058 / 0.2574 Ha. Its strongest force on any atom is 3.57 eV Å⁻¹. For the HOMO energy (spin up / spin down), the calculation gives -4.89 / -10.58 eV. The total energy is -1800.29367 a.u. The multiplicity is 3.

```
10
C2H4Cl3P | the Open Molecules 2025 dataset | ωB97M-V with the def2-TZVPD basis set
C -0.094 0.464 0.353
C 0.576 0.285 -1.108
P -0.523 -1.283 1.117
Cl 1.101 1.042 1.555
Cl 1.790 -0.958 -0.838
Cl 1.204 1.734 -1.825
H -0.902 1.192 0.415
H -0.223 -0.183 -1.898
H -1.267 -0.560 2.017
H -1.662 -1.733 0.213
```

Atom charges from the natural (NBO) analysis, given in e for atoms 1 to 4:
1. C -0.58
2. C -0.31
3. P 0.49
4. Cl -0.05

***

[4]
Entry from the Open Molecules 2025 dataset: C2H4ClFO in the gas phase (ωB97M-V with the def2-TZVPD basis set).

Its orbital gap is 0.4186 Ha. As for the SMILES: OC[C@H](F)Cl. Its strongest force on any atom is 4.71 eV Å⁻¹. For the HOMO energy, the calculation gives -10.73 eV. The total energy is -713.85031 a.u. The multiplicity is 1.

```
9
C2H4ClFO | the Open Molecules 2025 dataset | ωB97M-V with the def2-TZVPD basis set
C -1.175 -0.012 0.529
C 0.288 0.505 0.514
H -2.677 -0.168 -0.737
H -1.652 0.942 0.901
H -1.146 -0.690 1.440
H 0.612 1.220 1.421
O -1.906 -0.685 -0.435
F 0.359 1.574 -0.477
Cl 1.306 -0.762 -0.088
```

Atom charges from the natural (NBO) analysis, given in e for atoms 1 to 4:
1. C -0.10
2. C 0.12
3. H 0.49
4. H 0.17

***

[5]
Entry from the Open Molecules 2025 dataset: 2 unconnected molecules or ions with the total composition C2H4ClFO2 (ωB97M-V with the def2-TZVPD basis set).

Its orbital gap is 0.3731 Ha. Its strongest force on any atom is 3.95 eV Å⁻¹. For the HOMO energy, the calculation gives -9.69 eV. The total energy is -789.03940 a.u. The multiplicity is 1.

```
10
C2H4ClFO2 | the Open Molecules 2025 dataset | ωB97M-V with the def2-TZVPD basis set
C -1.948 -0.922 -0.312
C 1.167 1.193 -0.137
O -1.812 -2.190 -0.120
O 1.325 0.005 0.377
F -3.279 -0.647 -0.607
Cl 0.047 1.040 -1.682
H 1.964 1.488 -0.729
H 0.709 2.065 0.417
H -2.692 -2.708 0.057
H 0.492 -0.237 0.720
```

Atom charges from the natural (NBO) analysis, given in e for atoms 1 to 4:
1. C 0.57
2. C 0.04
3. O -0.68
4. O -0.66

***

[6]
Entry from the Open Molecules 2025 dataset: 2 unconnected molecules or ions with the total composition C2H4ClI (ωB97M-V with the def2-TZVPD basis set).

Its orbital gap (spin up / spin down) is 0.2082 / 0.2081 Ha. Its strongest force on any atom is 2.14 eV Å⁻¹. For the HOMO energy (spin up / spin down), the calculation gives -8.32 / -8.32 eV. The total energy is -836.39179 a.u. The multiplicity is 1.

```
8
C2H4ClI | the Open Molecules 2025 dataset | ωB97M-V with the def2-TZVPD basis set
C -0.833 0.018 0.288
C 0.215 -0.038 -0.683
Cl 0.536 1.202 -1.800
I 2.798 -0.173 1.574
H -0.346 -0.387 1.173
H -1.593 -0.600 -0.157
H -1.170 1.033 0.535
H 0.393 -1.056 -0.930
```

Atom charges from the natural (NBO) analysis, given in e for atoms 1 to 4:
1. C -0.74
2. C 0.08
3. Cl 0.16
4. I -0.52

***

[7]
Entry from the Open Molecules 2025 dataset: 2 unconnected molecules or ions with the total composition C2H4ClIN2 (ωB97M-V with the def2-TZVPD basis set).

Its orbital gap is 0.3099 Ha. As for the SMILES: [H]/N=N/C=C/I.Cl. Its strongest force on any atom is 4.69 eV Å⁻¹. For the HOMO energy, the calculation gives -9.73 eV. The total energy is -945.90974 a.u. The multiplicity is 1.

```
10
C2H4ClIN2 | the Open Molecules 2025 dataset | ωB97M-V with the def2-TZVPD basis set
C -0.598 -0.358 0.255
C -1.609 0.330 -0.226
N 0.669 0.110 0.183
N 0.796 1.308 -0.188
Cl 2.828 -1.959 -0.100
I -3.561 -0.273 -0.033
H -0.836 -1.185 0.880
H -1.350 1.256 -0.768
H 1.914 -0.949 0.283
H 1.747 1.720 -0.286
```

Atom charges from the natural (NBO) analysis, given in e for atoms 1 to 4:
1. C -0.15
2. C -0.29
3. N -0.15
4. N -0.32

***

[8]
Entry from the Open Molecules 2025 dataset: C2H4ClN3O in the gas phase (ωB97M-V with the def2-TZVPD basis set).

Its orbital gap (spin up / spin down) is 0.2982 / 0.2982 Ha. Its strongest force on any atom is 2.80 eV Å⁻¹. For the HOMO energy (spin up / spin down), the calculation gives -7.46 / -7.46 eV. The total energy is -778.16955 a.u. The multiplicity is 1.

```
11
C2H4ClN3O | the Open Molecules 2025 dataset | ωB97M-V with the def2-TZVPD basis set
C -0.813 0.414 -0.813
C 2.501 0.151 0.211
N 1.788 1.130 -0.065
N 0.689 1.598 0.558
N -0.472 1.202 0.185
O 2.147 -0.842 1.108
Cl 4.103 -0.125 -0.371
H -1.826 0.346 -0.930
H -0.006 0.017 -1.319
H -1.230 1.411 0.822
H 2.960 -1.237 1.448
```

Atom charges from the natural (NBO) analysis, given in e for atoms 1 to 4:
1. C -0.37
2. C 0.49
3. N -0.35
4. N -0.19

***

[9]
Entry from the Open Molecules 2025 dataset: 2 unconnected molecules or ions with the total composition C2H4ClN3O (ωB97M-V with the def2-TZVPD basis set).

Its orbital gap is 0.3629 Ha. Its strongest force on any atom is 5.95 eV Å⁻¹. For the HOMO energy, the calculation gives -9.06 eV. The total energy is -778.18591 a.u. The multiplicity is 1.

```
11
C2H4ClN3O | the Open Molecules 2025 dataset | ωB97M-V with the def2-TZVPD basis set
C -0.182 0.845 -0.217
C -0.658 0.255 -1.274
N 2.185 0.495 2.004
N 1.472 -0.312 1.644
N 0.573 -1.000 1.330
O -1.950 -0.220 -1.322
Cl 0.195 -0.167 -2.787
H 0.788 1.326 -0.138
H -0.818 1.212 0.558
H 0.194 -1.448 2.107
H -1.798 -0.986 -1.905
```

Atom charges from the natural (NBO) analysis, given in e for atoms 1 to 4:
1. C -0.50
2. C 0.28
3. N -0.10
4. N 0.26

***

[10]
Entry from the Open Molecules 2025 dataset: 2 unconnected molecules or ions with the total composition C2H4ClNO (ωB97M-V with the def2-TZVPD basis set).

Its orbital gap is 0.3181 Ha. Its strongest force on any atom is 6.19 eV Å⁻¹. For the HOMO energy, the calculation gives -8.45 eV. The total energy is -668.62338 a.u. The multiplicity is 1.

```
9
C2H4ClNO | the Open Molecules 2025 dataset | ωB97M-V with the def2-TZVPD basis set
C 0.442 -0.209 0.029
C 0.834 1.082 -0.314
N 0.539 -1.384 0.315
O -1.928 -0.029 0.433
Cl -2.101 -1.571 0.883
H 1.862 0.876 -0.654
H 0.484 1.977 0.149
H 0.221 1.216 -1.250
H -0.354 -1.958 0.409
```

Atom charges from the natural (NBO) analysis, given in e for atoms 1 to 4:
1. C 0.62
2. C -0.77
3. N -0.54
4. O -0.83